168
Properties=species:S:1:pos:R:3:forces:R:3 method="wB97M-V/def2-TZVPD" max_force_ha_per_bohr=0.045 spin_multiplicity=1 homo_lumo_gap_ev=8.70 smiles=COC[C@H](C)N.COC[C@H](C)N.COC[C@H](C)N.COC[C@H](C)N.COC[C@H](C)N.COC[C@H](C)N.COCCNCCOC.COCCNCCOC.CCO.CCO e_tot_ha=-2929.5197 molar_mass_g_mol=893.35 lumo_ev=0.6 total_charge=0
C -0.356 4.213 2.004 0.4990 0.0210 1.3022
O -0.807 4.944 0.939 -0.7746 0.1042 -1.3522
C -1.174 4.156 -0.171 0.4673 0.4995 -1.5673
C -2.452 3.397 -0.053 0.1548 -0.7610 2.1887
N -3.531 4.301 0.247 -0.9872 0.4077 -0.3041
C -4.707 3.748 0.937 0.6714 -0.2440 0.1265
C -4.395 3.239 2.351 -0.4934 -0.5687 -0.3394
O -3.718 4.222 3.061 0.9506 -0.0469 0.1132
C -3.417 3.784 4.360 -0.5771 1.2969 0.8983
H 0.016 5.008 2.651 0.2884 -0.4377 0.5748
H 0.472 3.539 1.716 -0.2463 0.0421 0.1758
H -1.153 3.668 2.541 0.2484 0.0022 -0.2303
H -0.380 3.463 -0.477 0.1536 0.0592 0.2636
H -1.278 4.859 -0.994 0.0402 0.1923 -0.1655
H -2.268 2.722 0.824 -0.2593 -0.1645 -0.4621
H -2.575 2.765 -0.925 -0.2781 0.1431 -0.2475
H -3.151 5.099 0.743 -0.1827 -0.1266 0.1257
H -5.046 2.873 0.382 -0.1117 0.1191 -0.1446
H -5.528 4.478 0.970 0.3822 -0.0209 -0.0672
H -3.776 2.320 2.311 -0.2381 0.1738 -0.0432
H -5.316 2.996 2.920 0.0187 -0.1432 -0.3979
H -4.353 3.859 4.945 0.2958 -0.3023 0.1360
H -2.729 4.531 4.763 0.0480 -0.1940 0.1173
H -2.992 2.784 4.511 -0.0212 0.0665 -0.6869
C -4.481 -4.522 0.152 0.0233 0.4178 -0.7548
O -4.823 -3.380 0.910 0.3628 -0.3517 -0.4250
C -5.727 -3.626 1.945 0.4742 -0.5041 0.3844
C -5.892 -2.365 2.723 -0.3546 1.0094 0.8384
N -4.615 -1.916 3.313 0.0046 -0.3626 -0.3402
C -4.596 -0.568 3.855 -0.8373 0.3415 -0.3972
C -3.247 -0.193 4.374 0.4968 0.0760 0.3653
O -2.335 0.027 3.302 -1.7152 0.2808 -0.0370
C -1.074 0.473 3.668 1.0513 -1.2503 0.1093
H -4.225 -5.428 0.719 -0.1355 0.3742 0.1856
H -3.627 -4.201 -0.439 0.2556 -0.2686 -0.0559
H -5.276 -4.733 -0.572 -0.1134 -0.2826 0.1753
H -5.246 -4.322 2.647 -0.2662 -0.3500 -0.1001
H -6.664 -4.066 1.553 0.1561 0.3343 0.2692
H -6.560 -2.643 3.551 -0.0314 0.3553 -0.0532
H -6.381 -1.556 2.144 0.1667 -0.3265 0.0348
H -3.889 -1.926 2.604 -0.1342 -0.2810 -0.0812
H -5.269 -0.473 4.720 -0.1022 -0.2202 -0.2670
H -4.908 0.189 3.096 0.0400 -0.2674 0.3647
H -2.893 -1.004 5.044 0.1177 0.3703 -0.2389
H -3.382 0.728 4.960 0.2702 -0.0943 0.0103
H -0.656 -0.298 4.335 0.3082 0.4197 0.1693
H -0.939 1.469 4.113 -0.6235 -0.0720 -0.0474
H -0.526 0.407 2.738 0.4713 0.3664 0.0048
C 2.630 4.536 -0.312 0.0858 0.2883 -0.7262
C 2.521 5.896 0.334 -0.0908 0.7176 -0.3241
C 3.435 6.073 1.526 -0.6062 0.3379 0.6806
O 4.765 6.029 1.134 0.6955 -0.0303 -0.2791
C 5.698 6.322 2.153 0.2828 0.1297 -0.6274
N 2.831 7.001 -0.641 -0.1159 -0.1844 1.3575
H 2.302 3.670 0.277 0.0064 0.2919 0.0130
H 3.675 4.420 -0.603 -0.0250 -0.3562 -0.1290
H 2.022 4.648 -1.217 0.0895 -0.6646 0.0230
H 1.512 6.017 0.759 0.1054 0.1952 -0.4398
H 3.267 5.281 2.289 -0.2454 0.3658 -0.2832
H 3.192 7.062 1.951 0.1272 -0.1767 0.1978
H 6.638 5.964 1.729 0.1268 0.1673 0.3805
H 5.493 5.785 3.085 -0.1058 0.0447 -0.0279
H 5.774 7.410 2.342 -0.1590 -0.3940 0.0218
H 3.831 7.150 -0.696 -0.0841 -0.1710 -0.1085
H 2.422 6.986 -1.565 -0.1153 -0.4949 0.2259
C 2.999 -2.010 1.194 0.5240 -0.9789 0.5167
C 3.676 -3.332 1.694 -0.4390 0.2411 0.6452
C 5.075 -3.421 1.097 -0.9385 0.1648 -0.3078
O 5.840 -4.500 1.562 -0.4205 0.6062 0.3384
C 5.503 -5.743 1.019 1.3460 -0.6052 -0.4032
N 3.789 -3.336 3.164 0.2417 0.4370 0.2160
H 3.010 -1.965 0.104 -0.1052 -0.0397 -0.0098
H 3.560 -1.162 1.584 -0.0998 0.0127 -0.0105
H 1.970 -1.944 1.559 0.0620 -0.0246 -0.1034
H 3.075 -4.190 1.341 0.1860 0.1939 -0.0156
H 5.613 -2.507 1.354 0.1487 -0.0866 -0.0864
H 4.899 -3.484 0.008 0.4797 0.0643 0.0922
H 4.647 -6.299 1.423 -0.2140 0.6246 0.0426
H 6.398 -6.304 1.278 -0.0905 -0.6474 -0.1568
H 5.481 -5.682 -0.081 -0.3669 -0.0684 0.2031
H 4.640 -3.732 3.564 -0.3151 -0.0325 -0.6399
H 3.000 -3.686 3.686 -0.1100 -0.0236 -0.3033
C -0.120 -3.658 -0.358 -0.0086 0.5195 -0.6210
C 0.639 -3.487 -1.696 -0.8714 -0.8846 0.2804
C 1.128 -4.858 -2.201 0.7654 0.3112 0.3794
O 2.173 -5.279 -1.273 -1.0637 1.4633 -0.8567
C 2.555 -6.591 -1.409 -0.2521 -1.3220 0.4284
N -0.315 -2.869 -2.682 0.7097 0.1314 1.3939
H -0.447 -2.649 -0.091 -0.0308 -0.0281 0.3738
H 0.501 -4.066 0.442 -0.0555 -0.0198 -0.1949
H -1.031 -4.251 -0.494 0.1862 -0.1274 -0.0046
H 1.527 -2.891 -1.436 -0.0971 0.1084 -0.5508
H 1.556 -4.762 -3.214 -0.0612 -0.0619 0.2110
H 0.309 -5.605 -2.246 0.2861 0.3212 0.2009
H 3.243 -6.791 -0.586 0.0533 -0.1549 -0.1448
H 3.039 -6.863 -2.356 0.0051 0.3025 -0.0909
H 1.676 -7.253 -1.283 0.2751 -0.0213 -0.0770
H -0.835 -2.189 -2.118 0.0814 -0.1344 -0.4404
H 0.212 -2.308 -3.354 0.0888 -0.0975 0.2450
C 5.040 3.002 2.489 0.9849 -0.2579 -0.4156
C 4.781 1.521 2.594 0.6889 -0.9682 0.0887
C 5.438 0.699 1.446 -1.1151 0.7005 -1.0776
O 4.616 0.875 0.244 1.4662 -0.5056 0.6402
C 5.157 0.124 -0.842 -0.9508 -0.3034 0.1999
N 5.302 1.002 3.874 -0.6590 0.2353 0.2744
H 6.138 3.125 2.450 -0.3338 0.2723 -0.0450
H 4.682 3.552 3.356 -0.2148 -0.1119 -0.0404
H 4.609 3.361 1.559 0.0260 0.3515 -0.0349
H 3.689 1.382 2.546 0.3393 -0.3671 0.1141
H 5.479 -0.377 1.714 -0.0666 0.5177 -0.0885
H 6.459 1.040 1.175 -0.3007 -0.0381 0.5136
H 6.097 0.484 -1.267 0.0735 0.3054 0.3423
H 4.390 0.169 -1.614 0.0797 -0.0424 -0.1750
H 5.278 -0.936 -0.556 0.0634 0.2535 -0.0470
H 4.714 0.257 4.226 0.1891 -0.0956 -0.0573
H 6.257 0.668 3.827 -0.0901 0.0651 -0.1704
C -4.032 -1.341 -2.143 -0.8592 -0.8795 -0.3804
C -4.163 -0.458 -0.948 0.1287 0.5474 0.9179
C -5.613 -0.276 -0.506 0.0133 1.1567 -0.3206
O -5.663 0.619 0.640 0.4910 -1.5266 -0.7462
C -6.970 1.006 0.955 -0.2153 0.1237 -0.0859
N -3.330 -0.993 0.120 1.1168 0.8267 0.4744
H -4.571 -2.279 -1.938 0.1718 0.0121 -0.1203
H -3.000 -1.604 -2.356 0.0793 0.1784 -0.0802
H -4.510 -0.904 -3.019 0.1383 0.0504 -0.1232
H -3.772 0.536 -1.218 -0.0385 -0.0874 0.2531
H -6.091 -1.265 -0.369 0.0418 0.4689 0.4452
H -6.125 0.280 -1.302 -0.2262 -0.3613 -0.1792
H -7.420 1.616 0.151 0.0753 -0.1793 0.1450
H -6.880 1.615 1.849 -0.2500 0.0554 0.1301
H -7.617 0.138 1.152 0.0374 0.1506 0.0000
H -3.535 -1.950 0.380 -0.3061 0.0818 -0.1764
H -3.376 -0.418 0.965 -0.0918 -0.1806 -0.3014
C 1.025 -4.082 -7.440 -0.4173 -0.3838 -0.1686
C 1.015 -3.630 -5.997 -1.3335 -0.3127 1.2558
C 1.409 -2.180 -5.837 1.2609 0.1754 -0.8223
O 1.722 -1.824 -4.515 -0.6067 -0.4361 0.5704
C 2.346 -0.575 -4.317 0.2183 -0.1776 -0.1079
N -0.373 -3.855 -5.479 0.5431 0.1001 -0.5698
H 0.424 -3.441 -8.083 0.0490 0.1234 0.0109
H 0.524 -5.049 -7.409 0.0051 -0.1638 -0.3504
H 2.006 -4.256 -7.885 0.0765 0.2868 0.2025
H 1.794 -4.239 -5.482 -0.3620 0.3425 0.0797
H 0.703 -1.441 -6.253 0.0136 -0.4785 -0.1323
H 2.352 -2.185 -6.405 0.0196 0.7012 -0.2566
H 2.246 -0.389 -3.250 0.0342 0.2874 0.0288
H 1.897 0.256 -4.890 0.0075 -0.3704 0.1370
H 3.414 -0.662 -4.560 -0.1060 0.1953 -0.0950
H -0.567 -3.594 -4.514 0.4087 -0.0906 -0.1498
H -0.695 -4.806 -5.615 0.1988 0.0346 -0.0607
C -2.269 2.914 -4.715 -0.6303 0.4622 -1.1993
C -1.648 1.745 -4.068 0.3253 -0.6896 0.3851
O -1.161 2.166 -2.814 0.0151 -0.3633 0.4601
H -1.603 3.766 -4.776 0.2794 0.0912 -0.0184
H -3.176 3.249 -4.218 -0.0757 -0.0919 0.1604
H -2.529 2.595 -5.731 -0.1332 0.3580 -0.0494
H -0.821 1.359 -4.695 -0.2126 0.0069 0.1693
H -2.420 0.948 -4.005 0.4429 0.1145 0.2565
H -1.037 1.403 -2.215 0.0614 0.0555 -0.1848
C 1.532 0.629 -0.425 0.3862 -1.5566 -0.0980
C 0.128 0.442 0.081 -1.1141 1.5411 -0.5377
O -0.774 0.086 -1.000 -0.1903 -0.4657 0.7365
H 1.705 1.431 -1.154 -0.5223 -0.1008 0.1867
H 1.802 -0.338 -0.879 0.2963 0.3470 -0.1260
H 2.222 0.774 0.405 -0.0085 0.0941 0.0187
H -0.166 1.445 0.431 -0.3471 -0.2829 0.3354
H -0.029 -0.261 0.910 0.5659 -0.0518 -0.2994
H -1.602 -0.292 -0.586 0.5603 0.2080 -0.2729